Entry 1:
DFT (ωB97M-V/def2-TZVPD) results for an isolated ion of composition C3H6IN2S and charge +1 at a distorted geometry.

As for the HOMO-LUMO gap: 8.06 eV. For the energy above the lowest of the compared OMol25 structures with the same formula, charge and spin, the calculation gives 213.16 kJ/mol. The largest force on an atom is 3.64 eV/A. The SMILES is S[C@@H]1[NH2+]C=CN1I. The value obtained for the total energy is -922.94949 Eh. The spin multiplicity is 1. The LUMO energy comes out at -4.6 eV. As for the net charge: +1.

Geometry as XYZ:
```
13
C3H6IN2S, DFT ωB97M-V/def2-TZVPD
C -0.574 -1.304 0.712
C -1.172 -1.028 -0.448
C 0.672 0.501 -0.173
N 0.502 -0.553 1.046
N -0.495 0.171 -1.082
S 0.533 2.242 0.212
I 1.273 0.012 2.915
H -0.799 -2.109 1.467
H -1.913 -1.672 -0.876
H 1.748 0.365 -0.531
H -0.425 -0.116 -2.038
H -1.164 0.871 -1.170
H 1.815 2.618 -0.034
```


Entry 2:
DFT (ωB97M-V/def2-TZVPD) results for one molecule with the formula C25H31N5O4S.

As for the HOMO-LUMO gap: 8.26 eV. For the energy above the lowest of the compared OMol25 structures with the same formula, charge and spin, the calculation gives 27.54 kJ/mol. The largest force on an atom is 0.72 eV/A. The SMILES is COc1ccccc1N1CCN(C(=O)CCCNC(=O)Cn2cnc3sc(C)c(C)c3c2=O)CC1. The value obtained for the total energy is -1944.25063 Eh. The spin multiplicity is 1. The LUMO energy comes out at 0.6 eV.

Geometry as XYZ:
```
66
C25H31N5O4S, DFT ωB97M-V/def2-TZVPD
C 3.418 -2.879 3.033
H 2.732 -2.646 3.847
O 2.736 -2.539 1.851
C 3.351 -2.793 0.648
C 4.627 -3.322 0.555
C 5.193 -3.624 -0.675
C 4.471 -3.396 -1.825
C 3.205 -2.841 -1.747
C 2.614 -2.511 -0.529
N 1.313 -2.013 -0.440
C 1.045 -0.830 0.354
H 1.695 -0.806 1.224
C 1.248 0.438 -0.480
N 0.405 0.412 -1.660
C -0.481 1.410 -1.877
O -0.676 2.273 -1.038
C -1.204 1.429 -3.212
H -0.522 1.131 -4.008
H -1.490 2.468 -3.388
C -2.471 0.555 -3.207
H -2.414 -0.192 -2.411
H -2.566 0.027 -4.158
C -3.736 1.396 -3.006
N -3.754 2.080 -1.737
C -3.478 3.385 -1.607
O -3.256 4.146 -2.523
C -3.563 3.874 -0.145
N -2.475 3.393 0.681
C -1.380 4.163 0.878
N -0.362 3.844 1.598
C -0.409 2.628 2.165
C -1.461 1.727 2.031
C -1.242 0.512 2.745
C -0.046 0.517 3.397
S 0.854 1.994 3.155
C 0.514 -0.580 4.230
H 1.478 -0.291 4.639
H 0.637 -1.481 3.628
H -0.161 -0.817 5.053
C -2.203 -0.629 2.799
H -1.710 -1.561 2.522
H -3.033 -0.442 2.125
H -2.592 -0.747 3.811
C -2.568 2.098 1.196
O -3.541 1.397 0.929
H -1.373 5.129 0.395
H -3.549 4.965 -0.153
H -4.501 3.512 0.288
H -3.850 1.529 -0.887
H -4.619 0.751 -3.066
H -3.799 2.161 -3.785
C 0.628 -0.757 -2.477
H -0.078 -0.799 -3.303
C 0.459 -2.018 -1.603
H 0.632 -2.918 -2.193
H -0.575 -2.044 -1.239
H 1.648 -0.717 -2.878
H 0.993 1.329 0.095
H 2.296 0.500 -0.799
H 0.005 -0.876 0.691
H 2.675 -2.666 -2.669
H 4.887 -3.636 -2.792
H 6.186 -4.043 -0.718
H 5.196 -3.525 1.447
H 3.663 -3.945 3.065
H 4.332 -2.289 3.157
```